C24H32N2O4 | the ωB97M-V functional and the def2-TZVPD basis

- charge = 0
- HOMO-LUMO gap (eV) = 6.50
- E_LUMO (hartree) = -0.0270
- energy relative to the best compared isomer or geometry (same formula, charge and spin) (kcal/mol) = 529.9
- HOMO level (eV) = -7.234

Structure (XYZ):
```
62
Properties=species:S:1:pos:R:3:forces:R:3
C 3.284047 3.283145 3.426509 -1.1818 4.8020 -7.7458
H 3.658217 2.782316 4.166761 2.3598 -2.9116 3.9601
H 2.224503 3.443236 3.496379 -0.4710 0.6407 0.5063
H 3.866474 4.250215 3.147927 -1.1013 -0.9891 1.4400
C 3.426969 2.580673 1.998903 3.2151 -10.0996 13.1855
N 4.827239 2.036667 2.139258 0.1305 -1.1213 -1.8806
H 5.414637 2.858906 2.114790 0.8914 -0.1154 -0.4455
C 5.304852 0.846957 1.111812 -2.7737 0.6348 6.7877
C 4.388259 -0.344217 1.405885 -1.8970 -1.5384 1.4023
C 2.784554 0.088999 1.354979 3.0325 -2.5754 -0.8501
N 2.072226 -1.268487 1.670418 1.8431 5.2666 -6.6414
C 1.325862 -1.681819 0.646331 -5.1589 1.7725 -2.2836
O 1.016113 -1.011808 -0.523737 2.5344 -4.1751 6.4455
C 0.393673 -2.960051 1.233279 0.5501 3.6286 0.2472
O -0.375099 -3.392415 0.122741 0.7779 -0.7729 2.8467
C -1.466689 -2.684505 -0.107486 -2.2784 -3.1250 -7.1901
C -2.254899 -3.153767 -1.271255 8.3328 -6.3613 5.0443
C -3.273319 -2.611063 -1.773319 -1.5743 -10.1428 -9.2016
C -3.751958 -1.543013 -1.473529 -0.6143 12.6725 10.6500
C -3.011494 -0.918587 -0.184678 -0.5183 -3.8417 -5.5227
C -1.838041 -1.455009 0.189224 1.2118 3.3960 7.3966
H -1.321918 -1.088896 1.250119 -1.2338 -0.0578 -2.9589
H -3.297847 -0.025669 0.145615 -1.3736 3.4030 1.3633
C -4.863985 -0.886090 -1.813365 -2.3785 -0.8885 -9.2333
C -5.294009 -1.572923 -3.282698 -3.0442 14.4103 12.6064
C -5.004688 -2.772001 -3.585526 10.0421 -1.2522 9.5903
O -5.480153 -3.167890 -4.465726 -7.0133 -9.3754 -14.1107
O -3.843880 -3.439158 -2.950599 -0.5765 2.7612 2.1654
C -6.593984 -0.861993 -3.673107 0.7717 -3.7508 -5.2856
C -6.870154 0.605366 -3.484333 4.7235 -1.2095 -3.6088
C -6.732073 0.722497 -2.087970 1.5389 1.3857 2.5609
C -5.325417 0.534121 -1.575999 -5.8938 -7.7437 5.9120
H -4.705067 1.218335 -1.743324 5.2630 5.5340 -2.1211
H -5.449727 0.576247 -0.389389 0.3325 0.0569 -2.0050
H -7.517055 0.260422 -1.537272 -0.2677 -1.7861 0.3451
H -7.006367 1.652268 -1.792308 -0.4294 3.6811 0.8204
H -5.954151 1.171081 -4.177327 -2.8762 -0.9840 2.1325
H -7.843909 0.863515 -3.717827 -1.7440 0.5421 -1.4407
H -7.484987 -1.493007 -3.492954 0.3441 0.1913 0.4806
H -6.359277 -1.203820 -4.744912 -1.5422 1.3821 0.2244
H -1.979819 -4.206284 -1.597669 -0.2688 1.5191 0.1099
H -0.112395 -2.676860 2.389938 0.7329 -0.5330 -3.8123
H 1.182171 -3.591667 1.531271 0.3777 -1.8365 -0.2528
H 2.047597 -1.383040 2.595089 -0.7698 -1.6614 4.1092
C 2.680042 1.148552 2.350811 -6.3620 3.2165 -0.3390
H 1.345228 1.496938 2.239176 3.3958 -0.7823 0.3355
H 2.612272 0.867689 3.392854 1.0074 -0.1599 0.2510
H 2.405674 0.468344 0.348528 0.7435 -1.1071 1.2811
H 4.555533 -1.219785 0.644871 -0.1453 1.5963 1.4576
H 4.603103 -0.768620 2.574025 -0.6762 1.0906 -3.2599
C 6.659355 0.417836 1.616992 -0.6078 -0.5838 -1.1899
H 6.676961 0.286586 2.692682 -0.4145 -0.5135 0.0434
H 6.864027 -0.545324 1.024188 0.6724 1.6095 1.0034
H 7.232963 1.299891 1.484905 1.7323 0.2989 -0.7827
C 5.127718 1.188417 -0.226612 16.6933 0.2294 0.7000
H 5.747412 0.252397 -0.644602 -1.3348 2.0703 -0.4531
H 5.847030 2.187448 -0.493164 -1.9717 -2.6138 0.4591
H 4.359428 1.252775 -0.649071 -11.8474 0.9548 -5.7457
C 2.949457 3.092893 0.921759 -4.0227 10.1936 -4.1917
H 2.550380 2.494811 0.257127 -0.6997 -2.9486 -4.2651
H 1.972622 3.757973 1.052034 1.4771 -1.2385 0.6692
H 3.605761 3.940253 0.722574 0.3356 -0.1443 -1.7152
```
Forces are in eV/Å.


C24H32N3O | the ωB97M-V functional and the def2-TZVPD basis

- charge = +1
- HOMO-LUMO gap (eV) = 4.79
- E_LUMO (hartree) = -0.1545
- energy relative to the best compared isomer or geometry (same formula, charge and spin) (kcal/mol) = 104.2
- HOMO level (eV) = -8.992

Structure (XYZ):
```
60
Properties=species:S:1:pos:R:3:forces:R:3
C 2.476787 -2.106639 -5.290487 0.3366 0.5058 -0.0144
C 3.156865 -3.143079 -4.384999 -0.1799 -0.2600 -0.0830
C 2.847608 -2.734528 -2.945819 0.7506 -0.1922 0.3350
N 1.834694 -1.666448 -3.023278 -1.2776 0.1688 1.7041
C 1.109232 -1.284307 -1.978112 0.6592 -0.8825 -0.7339
C 0.071802 -0.325287 -2.074611 -1.1488 0.9846 0.4324
C -1.126224 -0.400880 -1.379169 1.5245 -0.5483 -0.8609
C -2.252690 0.437475 -1.741034 -1.1071 1.1667 -0.1197
C -3.583867 -0.053049 -1.693358 0.5276 -0.0236 -0.0326
C -4.661328 0.746809 -2.078680 0.2978 0.2263 -0.2435
C -4.448268 2.072796 -2.489112 0.3548 -0.4369 0.2156
C -3.141797 2.577819 -2.541506 -0.0253 -0.4236 -0.0587
C -2.058820 1.771135 -2.194719 -0.2803 -0.5503 0.0343
C 1.531464 -1.280230 -4.398326 -0.0441 0.3929 -1.1164
H 3.235787 -1.436241 -5.708477 -0.1827 -0.1733 -0.0180
H 1.942489 -2.560280 -6.126583 0.0597 0.0493 0.1609
H 2.786321 -4.151108 -4.584754 0.0363 0.1444 0.0252
H 4.233956 -3.145673 -4.543921 -0.0850 -0.1115 -0.0319
H 2.493917 -3.576449 -2.342340 -0.1599 0.2771 -0.0631
H 3.757530 -2.356232 -2.462000 -0.3339 0.1210 -0.0120
H 1.282459 -1.780428 -1.014604 0.0733 -0.0246 -0.3680
H 0.224609 0.514366 -2.768111 -0.2756 -0.7011 -0.0328
H -1.277830 -1.197888 -0.637789 0.0862 0.2761 -0.3140
H -3.742073 -1.106081 -1.434490 -0.0345 0.4565 0.0733
H -5.665970 0.326847 -2.119585 0.2682 0.1042 0.1656
H -5.289829 2.699076 -2.785566 0.2339 -0.1911 0.0797
H -2.967291 3.583654 -2.912349 -0.0087 -0.1155 0.1638
H -1.044650 2.152797 -2.293029 -0.2271 0.0775 0.1651
H 1.689320 -0.207542 -4.560354 0.0518 -0.1652 0.2434
H 0.484654 -1.466048 -4.679945 0.1381 -0.1074 0.6132
C 3.488075 -1.186981 2.832508 -0.0021 -0.3099 0.2395
C 2.992172 -0.077492 1.941918 -0.4875 0.5454 -0.1592
N 1.896638 0.718361 2.506862 -0.4239 0.1096 0.4184
C 2.262715 1.923003 3.308264 -0.3663 -1.1431 -0.2620
C 2.225992 3.196411 2.499952 0.0961 0.2367 0.0165
C 0.601303 0.189367 2.459479 0.1957 -0.3623 -0.3607
C -0.481210 1.045866 2.816817 0.5915 0.6471 0.6598
N -1.751354 0.619763 3.159750 -0.2870 -0.2675 0.1080
C -2.088049 -0.718004 3.312476 -0.2539 0.7487 0.1471
C -3.383846 -1.078756 3.638146 -0.2446 0.3039 -0.1170
C -4.387565 -0.122886 3.786024 0.2021 0.2670 -0.1802
C -4.026725 1.227826 3.669436 0.0630 -0.0813 -0.0188
C -2.724124 1.585519 3.392803 0.1888 -0.5788 0.0332
O 0.419344 -0.981400 2.033357 0.3484 0.4226 -0.0134
H 4.243882 -1.776098 2.314339 0.1144 -0.0211 -0.0103
H 3.930938 -0.807620 3.753227 -0.0047 0.0478 0.0304
H 2.662744 -1.848556 3.086852 -0.0201 -0.0158 0.0382
H 3.800420 0.622055 1.713216 -0.0105 -0.0197 -0.0626
H 2.639765 -0.498905 0.995674 0.0291 0.0371 0.0529
H 1.582670 1.989581 4.169961 0.2359 -0.0589 -0.2053
H 3.269707 1.743645 3.704273 -0.1776 0.0470 -0.0335
H 2.565954 4.023167 3.122733 -0.0098 0.1397 -0.0412
H 2.885003 3.135259 1.632247 -0.0422 -0.0181 -0.0056
H 1.213889 3.413443 2.158433 0.0379 0.0251 -0.0768
H -0.273587 2.079152 3.084863 -0.2959 -0.2954 -0.2179
H -1.284260 -1.434789 3.209746 -0.0504 0.2849 -0.1739
H -3.612330 -2.133762 3.762638 0.1186 0.1722 -0.0343
H -5.422796 -0.398773 3.971870 0.2865 0.0008 0.0425
H -4.769208 2.023518 3.781264 0.3313 -0.3267 0.0550
H -2.375016 2.623727 3.367980 -0.1911 -0.5811 -0.1777
```
Forces are in eV/Å.


C24H32N3O | the ωB97M-V functional and the def2-TZVPD basis

- charge = +1
- HOMO-LUMO gap (eV) = 7.18
- E_LUMO (hartree) = -0.1690
- energy relative to the best compared isomer or geometry (same formula, charge and spin) (kcal/mol) = 59.0
- HOMO level (eV) = -11.774

Structure (XYZ):
```
60
Properties=species:S:1:pos:R:3:forces:R:3
C 1.206878 3.621083 1.285894 0.2983 0.2981 -0.0207
N 0.598347 2.334568 1.536085 -0.5111 -0.3191 0.6633
C -0.188192 2.181461 2.651145 0.6605 1.1938 0.4160
O -0.345988 3.019644 3.534310 -0.0259 -1.2006 -1.2039
C -0.843891 0.827513 2.570002 0.5515 -0.3985 0.7280
C -2.357693 0.968664 2.406420 -0.0832 0.2585 0.0355
C -2.715375 1.839565 1.223097 -0.3608 0.0031 -0.0666
C -2.773139 3.228689 1.379217 0.0719 0.0550 0.0362
C -3.067036 4.050319 0.294115 0.0320 -0.2022 -0.2020
C -3.318242 3.482655 -0.961579 0.0498 -0.1263 0.1859
C -3.284736 2.092340 -1.116323 0.0240 0.1347 0.0755
C -3.004768 1.271914 -0.021296 0.2403 0.1204 -0.0112
N -0.174531 0.224257 1.405178 -0.6694 -1.9879 -1.0867
C -0.615522 -0.940337 0.905486 0.3705 1.5675 1.2801
C -0.323961 -1.420597 -0.372945 0.0377 -1.4400 -1.4089
C -0.135495 -2.777936 -0.609409 -0.4980 1.3572 0.7747
C 0.551119 -3.342941 -1.741985 0.3433 -0.4681 -1.2044
C 0.988942 -4.700102 -1.724760 -0.3037 0.6354 0.1260
C 1.707675 -5.234015 -2.788984 0.0270 0.2093 -0.1963
C 1.998888 -4.443384 -3.912263 -0.2090 0.1108 0.4566
C 1.564189 -3.112123 -3.958488 -0.2253 0.0776 0.2419
C 0.843524 -2.564791 -2.894623 0.0848 -0.4199 0.1726
C 0.838172 1.111031 0.775634 0.0094 0.9319 -0.7116
C 2.352571 0.642415 0.798542 -0.6647 -0.1567 0.5343
C 2.787736 0.491004 2.252300 0.3112 0.1047 0.0941
C 3.202521 1.642071 0.019735 0.2498 0.4150 -0.0994
C 2.558826 -0.684703 0.092080 0.1265 -0.5001 -0.1880
H 0.564093 4.399653 1.713881 0.1258 -0.2996 -0.0829
H 2.192166 3.680759 1.770931 -0.2919 0.1871 -0.1780
H 1.306180 3.789393 0.208522 0.0196 -0.0578 0.2155
H -0.578735 0.247972 3.469584 -0.2076 0.1600 -0.1997
H -2.804134 -0.026569 2.313313 -0.0538 0.1511 0.1013
H -2.713915 1.444749 3.332126 0.0411 -0.2963 -0.2035
H -2.578296 3.663981 2.365723 -0.0764 -0.1346 -0.4042
H -3.088107 5.132719 0.428544 -0.0709 -0.3142 -0.0720
H -3.557043 4.124406 -1.810188 0.0935 -0.1982 0.2149
H -3.475618 1.639685 -2.090606 -0.0361 0.1767 0.2608
H -3.002632 0.180761 -0.130435 -0.0515 0.3424 -0.0424
H -1.238390 -1.527444 1.589786 0.2119 0.1311 -0.1376
H -0.274747 -0.696652 -1.193797 0.7085 -0.1840 0.4795
H -0.474316 -3.479381 0.162308 0.4257 0.2323 -0.0208
H 0.755521 -5.313209 -0.850459 0.1171 0.1479 -0.2736
H 2.049396 -6.269368 -2.754447 -0.1404 0.3119 0.0181
H 2.560711 -4.862679 -4.747717 -0.1609 0.1169 0.2609
H 1.783296 -2.494794 -4.830702 -0.0799 -0.2094 0.2402
H 0.471840 -1.537848 -2.951577 0.2713 -0.3427 -0.0706
H 0.559449 1.288406 -0.282628 0.0082 -0.1430 0.3216
H 2.156218 -0.243134 2.764811 0.0870 0.0710 0.0166
H 3.820380 0.120650 2.287019 -0.2159 0.0890 0.0544
H 2.750148 1.436385 2.804292 -0.0114 -0.1388 -0.0747
H 2.749820 1.834909 -0.962164 0.1331 0.0561 0.1340
H 3.356151 2.593743 0.533369 -0.0570 -0.2177 -0.1481
H 4.200523 1.216943 -0.163591 -0.3307 0.0709 0.1037
H 2.197323 -0.655852 -0.941753 0.0471 -0.0619 0.0838
H 3.639188 -0.888953 0.052949 -0.3222 0.0369 0.0184
H 2.090271 -1.524255 0.608196 0.0408 0.0747 -0.0335
N -3.229125 -2.602763 -1.248015 -0.0229 -0.0663 -0.0625
H -3.170048 -2.256543 -2.205770 -0.1012 -0.1264 0.2464
H -4.216720 -2.673280 -1.009852 0.1908 -0.0396 -0.1396
H -2.851670 -3.550655 -1.258239 -0.2284 0.2209 -0.0472
```
Forces are in eV/Å.


C24H32N3O3SbTi | the ωB97M-V functional and the def2-TZVPD basis

- charge = +4
- HOMO-LUMO gap (eV) = 6.21
- E_LUMO (hartree) = -0.5532
- energy relative to the best compared isomer or geometry (same formula, charge and spin) (kcal/mol) = 30.2
- HOMO level (eV) = -21.262

Structure (XYZ):
```
64
Properties=species:S:1:pos:R:3:forces:R:3
Ti 0.062677 0.228553 -0.172844 0.0356 0.4010 -0.1137
C -2.448800 1.878013 1.761297 -0.0198 -0.0233 0.0416
C -1.815732 2.570975 0.604109 0.1332 -0.0084 -0.1059
C -2.319093 3.767297 0.098309 -0.0742 0.0079 0.0630
C -1.669210 4.422447 -0.929319 0.0316 0.0378 -0.0407
C -0.438014 3.938704 -1.396601 -0.0095 -0.0686 -0.0838
C 0.046105 2.756700 -0.876439 0.0031 0.0080 0.1387
N -0.685994 2.078038 0.040108 -0.0069 -0.1503 0.1174
Sb 2.263255 2.675452 -0.670826 -0.0715 0.0448 0.1054
C 2.672881 0.692885 -1.396187 0.0407 -0.1455 -0.0502
C 3.811917 0.474600 -2.135947 -0.0003 -0.0786 0.0231
C 4.104016 -0.831040 -2.558937 0.0321 0.1776 0.0187
C 3.235902 -1.851278 -2.235716 -0.0212 -0.1519 0.0117
C 2.089442 -1.589830 -1.492223 -0.0454 0.0271 0.0203
C 1.139263 -2.669743 -1.092150 0.0893 0.0185 -0.0110
N 1.835731 -0.328657 -1.084469 -0.0766 0.1540 0.0149
C 1.950619 1.854003 1.307485 0.1272 0.1094 -0.0327
C 2.584919 2.464433 2.358852 -0.0534 -0.1159 0.0181
C 2.619863 1.809451 3.602246 0.0176 0.0623 -0.0167
C 2.113847 0.534640 3.694057 0.0007 -0.0819 0.0929
C 1.505761 -0.067432 2.593715 -0.0436 0.1289 -0.1567
C 1.132003 -1.503340 2.610962 0.0100 -0.0556 0.0450
N 1.340335 0.638970 1.448289 -0.0827 -0.0603 -0.1933
H -3.480712 1.597599 1.541230 0.0016 -0.0079 0.0057
H -1.882511 1.008658 2.094388 -0.0178 0.0239 -0.0078
H -2.498920 2.578347 2.599267 -0.0094 0.0080 -0.0071
H -3.219627 4.181158 0.536390 -0.0023 0.0119 -0.0051
H -2.073426 5.345696 -1.328605 -0.0030 0.0078 -0.0028
H 0.140620 4.517848 -2.105603 0.0022 -0.0062 -0.0135
H 4.474128 1.294239 -2.388637 0.0045 -0.0132 -0.0087
H 4.998767 -1.030798 -3.136645 0.0014 0.0000 -0.0032
H 3.433755 -2.867705 -2.552750 -0.0033 -0.0035 -0.0007
H 1.096351 -3.444474 -1.857482 -0.0562 0.0021 0.0073
H 0.117152 -2.309692 -0.920385 0.0101 -0.0197 0.0141
H 1.481146 -3.140807 -0.167138 -0.0281 -0.0247 -0.0173
H 3.067962 3.425607 2.233301 0.0099 -0.0048 0.0143
H 3.092208 2.281258 4.455703 0.0002 -0.0075 0.0063
H 2.209474 -0.039354 4.607688 0.0098 0.0142 0.0055
H 2.048063 -2.090696 2.728011 -0.0133 -0.0090 -0.0002
H 0.650988 -1.848450 1.691126 -0.0160 0.0216 0.0239
H 0.495443 -1.750729 3.460632 0.0101 -0.0244 -0.0017
C 0.103130 0.515157 -3.465044 0.0344 -0.0772 -0.0155
O -0.523011 0.086123 -2.205724 -0.0275 0.0876 0.1232
C -1.869843 -0.424816 -2.450546 0.0083 -0.0028 -0.1207
C -2.653175 -0.038869 -1.247188 -0.0310 -0.0397 0.1734
O -1.859493 -0.492555 -0.072594 0.1317 -0.2353 -0.0274
C -2.747310 -1.419465 0.768184 -0.0285 0.0945 -0.0698
C -1.961897 -2.181392 1.785402 0.0678 0.0063 -0.0283
O -1.015128 -3.007318 1.163150 -0.0335 0.0281 -0.0297
C -1.471182 -4.365526 0.955741 0.0110 -0.0377 0.0161
H 0.009247 -0.298037 -4.183339 0.0224 0.0122 0.0088
H 1.148289 0.730455 -3.276199 -0.0400 -0.0100 -0.0061
H -0.421313 1.401877 -3.817889 0.0157 -0.0080 0.0019
H -1.797199 -1.503539 -2.599999 -0.0409 0.0179 0.0068
H -2.282231 0.043047 -3.345674 0.0128 -0.0184 0.0106
H -3.628677 -0.519373 -1.220124 0.0152 0.0220 -0.0082
H -2.782231 1.038577 -1.163474 -0.0119 -0.0101 -0.0169
H -3.198090 -2.087801 0.036501 0.0224 -0.0092 0.0272
H -3.494896 -0.760534 1.207260 -0.0114 -0.0501 -0.0008
H -2.679499 -2.749007 2.389984 -0.0157 0.0472 0.0114
H -1.450885 -1.492586 2.467501 -0.0087 -0.0326 0.0155
H -1.691562 -4.830767 1.916315 -0.0006 -0.0100 -0.0088
H -0.659377 -4.902081 0.472450 -0.0098 0.0114 0.0150
H -2.356220 -4.393118 0.317039 0.0017 0.0082 0.0076
```
Forces are in eV/Å.


Q: Among the records above, which one has the lowest HOMO level?
A: C24H32N3O3SbTi